1.
This record from the Open Molecules 2025 dataset describes C3H5NOS as an isolated structure. The level of theory is ωB97M-V/def2-TZVPD.

The geometry in XYZ format:
```
11
Properties=species:S:1:pos:R:3:forces:R:3:lowdin_charge:R:1
C 2.0890 0.1398 0.7242 -0.17 -1.23 -5.89 -0.10
C 0.4913 -0.0943 0.7497 2.00 2.29 1.00 -0.67
C -1.2797 0.1114 -0.8475 -4.45 -3.66 -3.90 -0.53
H 2.2681 0.9926 -0.2825 -0.41 -2.82 3.08 0.15
H 2.4707 0.6510 1.6006 0.09 -0.55 0.19 0.03
H 2.6574 -1.0283 0.3049 -1.53 3.93 1.79 0.15
H 0.2634 -0.2742 1.7987 -0.37 -0.33 -0.01 0.09
H -2.2535 -0.0441 -1.4488 2.01 -0.27 0.49 0.12
N -1.1120 1.2790 -0.5354 1.47 1.06 2.42 0.03
O -0.1322 1.2124 0.4571 1.74 1.39 1.14 -0.22
S -0.2731 -1.2432 -0.3525 -0.39 0.19 -0.31 0.95
```
Forces are in eV/Å.

Properties
gap between HOMO and LUMO	9.55	eV
LUMO level	0.677	eV

***

2.
This record from the Open Molecules 2025 dataset describes one molecule with the formula C3H5NOS. The level of theory is ωB97M-V/def2-TZVPD.

The geometry in XYZ format:
```
11
Properties=species:S:1:pos:R:3:forces:R:3:lowdin_charge:R:1
H -0.9050 2.7486 0.3494 -0.38 -0.96 -0.35 0.09
N -1.2813 1.7867 0.2039 -3.41 2.59 0.79 0.14
C -0.3859 0.9789 0.0002 -0.78 -2.81 1.24 -0.68
C -0.5700 -0.5578 -0.1720 1.08 2.32 -2.28 -0.14
C 0.7632 -1.2550 0.1222 0.59 0.05 -3.04 -0.49
S 2.0759 -0.0301 0.1819 -1.74 2.83 -0.53 0.93
O 0.7965 1.4481 -0.1134 5.96 -2.11 -0.05 -0.22
H -1.3464 -1.0693 0.2930 -1.43 -0.13 1.56 0.09
H -0.9836 -0.4651 -1.2066 1.10 -1.03 0.07 0.14
H 0.7067 -1.6677 1.0895 -0.01 -1.11 0.81 0.05
H 1.1299 -1.9173 -0.7481 -0.99 0.36 1.77 0.10
```
Forces are in eV/Å.

Properties
gap between HOMO and LUMO	8.46	eV
LUMO level	-0.855	eV

***

3.
This record from the Open Molecules 2025 dataset describes a 2-piece molecular cluster, C3H5NOS overall. The level of theory is ωB97M-V/def2-TZVPD.

The geometry in XYZ format:
```
11
Properties=species:S:1:pos:R:3:forces:R:3:lowdin_charge:R:1
C 1.6213 -0.1430 0.4160 0.68 2.10 -1.01 -0.44
C -1.0571 0.5908 -0.0291 1.66 7.51 1.77 -0.42
C -2.0199 1.5305 -0.1478 -0.04 -3.72 1.30 -0.11
H 0.9479 -3.1457 -0.3413 4.25 4.11 -1.68 0.29
H 2.8430 0.1349 0.4193 -3.46 -1.41 -0.01 0.15
H -0.9575 -0.3388 -0.3696 -0.04 -3.54 -0.98 -0.02
H -1.7750 2.5457 0.3441 -1.54 -1.64 -1.12 0.07
H -2.8956 0.7190 -0.2616 0.43 3.41 -0.15 0.11
N 0.9406 -1.1290 -0.0504 3.12 0.04 -0.04 -0.19
O 1.8156 -2.1563 -0.6543 -5.17 -3.52 2.66 -0.21
S 0.5368 1.3919 0.6747 0.11 -3.35 -0.75 0.78
```
Forces are in eV/Å.

Properties
gap between HOMO and LUMO	8.67	eV
LUMO level	0.031	eV

***

4.
This record from the Open Molecules 2025 dataset describes one molecule with the formula C3H5NOS. The level of theory is ωB97M-V/def2-TZVPD.

The geometry in XYZ format:
```
11
Properties=species:S:1:pos:R:3:forces:R:3:lowdin_charge:R:1
O -0.0456 2.3081 -0.0594 0.11 -1.37 -0.73 0.08
C -0.1336 1.1265 -0.2940 -1.33 0.72 0.94 -0.51
C -1.3350 0.0968 -0.1063 1.94 -2.11 -2.68 -0.03
C -0.1338 -0.9871 -0.0242 -1.61 0.59 -2.89 -0.14
N 0.8348 0.1304 -0.4702 -1.12 -0.93 1.11 -0.46
S 2.4952 0.3522 -0.1841 0.06 -0.35 0.24 0.77
H -2.0081 -0.3035 -0.9816 1.19 1.70 1.55 0.14
H -1.8762 0.2137 0.7901 -0.64 0.38 0.93 0.08
H -0.3621 -1.8196 -0.8001 1.11 1.38 1.22 0.13
H -0.0320 -1.4154 0.9388 0.74 -0.12 0.98 0.08
H 2.5964 0.2979 1.1910 -0.44 0.11 -0.67 -0.12
```
Forces are in eV/Å.

Properties
gap between HOMO and LUMO	10.34	eV
LUMO level	0.695	eV

***

5.
This record from the Open Molecules 2025 dataset describes a 2-piece molecular cluster, C3H5NOS overall. The level of theory is ωB97M-V/def2-TZVPD.

The geometry in XYZ format:
```
11
Properties=species:S:1:pos:R:3:forces:R:3:lowdin_charge:R:1
C -2.4122 -0.1085 -0.2831 3.15 -0.80 -0.76 -0.08
C -0.1992 -0.8291 0.0705 -2.24 1.94 -1.53 -0.63
C 2.4104 0.2570 0.1662 -0.22 0.77 -2.40 -0.37
N -2.7501 0.8218 0.4011 1.10 -1.02 0.92 0.09
O 0.2935 -1.8924 0.0865 0.08 -1.13 0.60 -0.02
S 0.6432 0.7003 -0.2414 0.67 0.43 1.38 0.79
H -2.6078 -0.6340 -1.2370 -0.68 0.06 0.79 0.08
H 2.4759 -0.6161 -0.4721 0.62 -0.55 0.45 0.01
H 2.7221 0.0911 1.1928 -0.44 0.15 -0.01 0.04
H 3.0365 1.0231 -0.3810 -0.64 -0.62 0.98 0.04
H -3.6124 1.1868 0.6974 -1.41 0.77 -0.44 0.06
```
Forces are in eV/Å.

Properties
gap between HOMO and LUMO (spin up / spin down)	7.91 / 7.91	eV
LUMO level (spin up / spin down)	0.544 / 0.543	eV

***

6.
This record from the Open Molecules 2025 dataset describes a 2-piece molecular cluster, C3H5NOS overall. The level of theory is ωB97M-V/def2-TZVPD.

The geometry in XYZ format:
```
11
Properties=species:S:1:pos:R:3:forces:R:3:lowdin_charge:R:1
C -1.9239 0.3337 0.0953 -2.34 1.07 0.51 -0.07
C -1.5497 -0.9502 -0.3592 0.59 3.53 1.76 -0.13
N -0.3277 -1.0823 -0.0566 3.48 -2.96 -0.57 0.04
O 0.1836 0.0152 0.5602 -0.84 0.23 -0.27 -0.04
C -0.8310 0.8894 0.6516 -0.43 0.59 0.72 -0.12
H -2.9576 0.6831 0.1838 0.65 0.19 -0.32 0.11
H -2.1246 -1.6720 -0.7878 -1.15 -1.96 -1.17 0.09
H -0.6905 1.8038 1.2508 0.08 -0.67 -0.67 0.14
S 4.0000 -0.0534 -0.7605 -1.53 -0.58 -0.73 0.43
H 2.6928 -0.4436 -1.1371 1.55 0.40 0.41 -0.18
H 3.5286 0.4762 0.3596 -0.07 0.16 0.34 -0.25
```
Forces are in eV/Å.

Properties
gap between HOMO and LUMO	10.35	eV
LUMO level	0.885	eV

***

7.
This record from the Open Molecules 2025 dataset describes C3H5NOS as an isolated structure. The level of theory is ωB97M-V/def2-TZVPD.

The geometry in XYZ format:
```
11
Properties=species:S:1:pos:R:3:forces:R:3:lowdin_charge:R:1
C 0.6101 0.4077 1.6863 3.33 -1.13 1.65 -0.20
C -0.1199 0.5815 0.3769 -0.56 1.29 -0.49 -0.23
C -0.2401 -0.6086 -1.5796 -2.37 -3.46 -2.13 -0.74
H 0.9015 1.3641 2.4049 -1.14 -2.35 -1.56 0.16
H -1.2439 0.6557 0.4182 0.80 -0.67 0.69 0.11
H -0.1472 1.7079 -0.3549 1.49 -3.66 2.11 0.16
H 0.2423 -1.6411 0.0965 0.07 1.69 0.06 0.15
H -0.7483 -1.7431 -2.1061 2.32 3.10 1.85 0.14
N 0.3049 -0.6889 -0.3213 -2.44 1.43 -3.24 -0.09
O 1.1629 -0.7201 1.8882 -2.13 4.46 0.34 -0.03
S -0.7223 0.6848 -2.5090 0.62 -0.70 0.72 0.57
```
Forces are in eV/Å.

Properties
gap between HOMO and LUMO	8.70	eV
LUMO level	0.169	eV

***

8.
This record from the Open Molecules 2025 dataset describes one molecule with the formula C3H5NOS2. The level of theory is ωB97M-V/def2-TZVPD.

The geometry in XYZ format:
```
12
Properties=species:S:1:pos:R:3:forces:R:3:lowdin_charge:R:1
S 2.0176 1.3155 1.2907 -0.98 -0.18 -1.43 0.59
C 0.8922 0.5338 0.2841 1.72 0.99 5.97 -0.99
N 1.2148 -0.1607 -0.7689 -1.17 -0.83 -4.12 0.02
O -0.0653 -0.8035 -1.3266 1.30 -0.03 3.43 -0.15
C -0.6910 -1.0970 0.0519 -1.01 -3.34 -1.34 -0.23
C -0.4797 0.1490 0.8312 -2.88 2.04 -1.21 -0.62
S -1.4874 1.4888 -0.0111 2.21 0.60 -2.66 0.68
H 1.8165 0.2700 -1.5346 -1.13 -0.95 1.37 0.19
H -1.7497 -1.7184 -0.1674 2.75 2.46 0.65 0.19
H -0.0460 -1.7789 0.6766 -0.30 -0.30 -1.39 0.13
H -0.9686 0.2340 1.9040 2.27 -0.53 -1.91 0.16
H -0.4533 1.5675 -1.2301 -2.78 0.07 2.65 0.04
```
Forces are in eV/Å.

Properties
gap between HOMO and LUMO	8.55	eV
LUMO level	-0.007	eV

***

9.
This record from the Open Molecules 2025 dataset describes one molecule with the formula C3H5NOS2. The level of theory is ωB97M-V/def2-TZVPD.

The geometry in XYZ format:
```
12
Properties=species:S:1:pos:R:3:forces:R:3:lowdin_charge:R:1
S 2.2780 0.7700 1.2122 -0.83 0.29 -0.07 0.67
N 1.1861 -0.4915 0.8098 0.07 0.32 0.14 -0.37
C 0.1441 -0.4077 0.1023 0.49 0.48 0.24 -0.78
O -0.5098 -1.5516 -0.1677 0.30 -0.40 -0.25 -0.07
C -1.8475 -1.3336 -0.5063 -1.73 1.42 1.12 -0.25
C -1.9565 -0.0552 -1.3843 1.06 -1.23 -0.74 -0.42
S -0.6824 0.9834 -0.6566 0.65 0.28 0.41 0.95
H 1.4715 1.7506 1.7657 0.21 -0.71 -0.50 -0.14
H -2.4290 -1.1409 0.4261 0.38 0.00 -0.34 0.13
H -2.2657 -2.2425 -0.8830 0.03 -0.42 -0.81 0.12
H -2.8729 0.5132 -1.3568 -0.46 -0.32 0.20 0.07
H -1.6988 -0.3014 -2.4385 -0.17 0.30 0.62 0.09
```
Forces are in eV/Å.

Properties
gap between HOMO and LUMO	9.00	eV
LUMO level	0.552	eV

***

10.
This record from the Open Molecules 2025 dataset describes one molecule with the formula C3H5NOS2. The level of theory is ωB97M-V/def2-TZVPD.

The geometry in XYZ format:
```
12
Properties=species:S:1:pos:R:3:forces:R:3:lowdin_charge:R:1
C -2.0821 -1.1165 0.0275 0.07 -0.08 -0.53 -0.42
S -0.2535 -0.9829 -0.0506 -0.73 0.35 0.06 0.88
C -0.0284 0.7629 -0.0130 -0.07 -0.84 0.12 -1.08
S -1.2401 1.8341 -0.0243 -0.59 0.42 0.01 0.71
C 1.3332 1.3107 0.0234 1.29 0.38 -0.32 -0.27
N 2.4769 0.7216 -0.0170 -1.05 1.54 0.23 -0.01
O 2.3943 -0.6195 0.0193 0.42 -0.90 -0.21 -0.12
H -2.3111 -2.2070 0.0714 0.25 0.82 -0.11 0.04
H -2.4354 -0.6228 0.9323 0.02 -0.06 -0.02 0.02
H -2.5793 -0.6290 -0.8464 0.53 -0.50 0.64 0.04
H 1.4130 2.4100 0.0099 -0.18 -0.69 0.04 0.10
H 3.3124 -0.8616 -0.1326 0.04 -0.45 0.08 0.11
```
Forces are in eV/Å.

Properties
gap between HOMO and LUMO	8.09	eV
LUMO level	-0.725	eV

***

Computed values of ΔE to the lowest compared entry with this formula, charge and spin (unit: kcal/mol) for the preceding records, in sequence: 107.6; 63.6; 171.8; 46.0; 103.3; 62.6; 97.5; 112.7; 29.6; 54.9.
Computed values of maximum force (unit: hartree/bohr) for the preceding records, in sequence: 0.135; 0.123; 0.154; 0.076; 0.065; 0.089; 0.096; 0.122; 0.049; 0.036.